Entry 1:
This record from the OMol25 dataset describes a 11-piece molecular cluster, C33H33F11O33 overall. The level of theory is ωB97M-V/def2-TZVPD.

XYZ file:
```
110
Properties=species:S:1:pos:R:3:forces:R:3:lowdin_charge:R:1
O 13.88811 7.99222 10.80967 -1.09 -0.14 -0.45 0.20
C 14.89000 8.31095 11.32270 0.56 -0.01 -0.30 -0.52
O 15.11032 8.30547 12.66090 0.61 0.32 -1.07 0.09
C 16.43982 8.76812 12.85453 0.66 0.46 -0.56 -0.06
C 17.05852 8.79004 11.46125 1.86 0.94 -0.79 -0.31
F 17.86569 7.66021 11.21808 -0.36 0.53 0.63 0.02
O 16.01825 8.70965 10.58254 -1.68 -0.17 1.02 0.12
H 16.45943 9.73966 13.33652 -0.05 -0.08 0.02 0.11
H 17.02254 8.05896 13.36778 0.40 -0.95 1.18 0.13
H 17.71339 9.67676 11.19826 -0.74 -0.97 0.54 0.17
O 9.90918 13.18146 13.33848 0.34 -0.06 0.57 0.16
C 9.90912 13.06225 12.15327 -0.86 -1.30 0.58 -0.58
O 9.68656 11.88580 11.51813 0.50 -0.26 -0.14 0.07
C 9.84618 12.08562 10.09976 0.91 -1.71 -0.89 -0.03
C 9.89291 13.58712 10.01321 1.53 0.24 -1.50 -0.40
F 8.74771 14.03963 9.53780 -2.22 0.86 -0.92 0.10
O 10.02285 14.03633 11.29330 0.27 1.34 1.27 0.16
H 10.81661 11.60617 9.69268 -1.48 0.72 0.97 0.16
H 8.97185 11.61552 9.55814 0.93 0.79 0.67 0.16
H 10.70591 14.07198 9.48387 -0.01 -0.55 -0.58 0.13
O 18.62950 12.54690 10.79932 -1.18 0.65 -0.50 0.18
C 19.48593 12.31078 11.56390 2.66 -0.08 0.50 -0.52
O 20.15761 13.18162 12.38115 -0.95 -1.42 -0.32 0.03
C 20.98765 12.40017 13.27000 0.81 -0.34 -0.65 -0.02
C 20.79250 10.92767 12.79634 1.36 0.31 -1.06 -0.30
F 20.01874 10.17920 13.64241 0.24 0.28 0.03 0.06
O 20.14085 11.09447 11.58662 -1.50 0.27 -0.04 0.11
H 22.05421 12.75060 13.17663 -1.25 -0.29 0.21 0.15
H 20.55367 12.49355 14.24191 0.14 0.22 0.79 0.12
H 21.70539 10.36082 12.48796 -0.55 0.37 1.06 0.18
O 17.82257 12.39658 13.94640 0.37 0.38 -0.96 0.17
C 17.27664 12.54618 14.98067 -0.04 -0.59 0.89 -0.51
O 17.20290 13.68837 15.70047 0.07 -1.00 -0.47 0.10
C 16.38456 13.41727 16.83039 -2.39 -0.31 -0.41 -0.04
C 16.30431 11.87632 16.90529 0.16 0.62 0.35 -0.30
F 15.03329 11.46427 17.15419 -0.17 0.14 -0.29 0.07
O 16.71282 11.47082 15.63171 0.05 0.93 -0.24 0.13
H 16.69529 13.98609 17.68990 0.42 -0.16 0.26 0.14
H 15.32654 13.70850 16.57816 1.01 -0.02 0.28 0.13
H 16.91665 11.37951 17.62718 0.50 -0.20 0.58 0.16
O 22.36521 14.83395 11.89951 0.89 -0.24 -0.57 0.17
C 21.39371 15.43097 11.59359 -0.88 -0.24 1.01 -0.58
O 20.70747 16.17874 12.48108 -0.51 0.50 -1.21 0.06
C 19.44057 16.52683 11.85134 0.75 -0.26 -0.50 -0.02
C 19.76015 16.35790 10.30596 0.34 0.57 1.04 -0.24
F 20.42486 17.43204 9.71880 -0.72 -0.23 0.60 0.04
O 20.72754 15.33758 10.40654 -0.03 0.03 -0.52 0.11
H 18.79619 15.66636 12.09025 -0.42 0.73 0.05 0.13
H 19.15464 17.50856 12.26887 -0.19 -0.64 -0.61 0.15
H 18.89182 16.12122 9.64403 0.87 -0.19 0.68 0.17
O 11.61494 18.30347 11.56843 0.40 0.38 0.17 0.18
C 10.81387 18.32144 12.44264 -0.10 -0.06 1.56 -0.56
O 10.98043 18.62475 13.74979 0.89 0.21 0.70 0.07
C 9.80596 18.20704 14.52011 1.52 0.62 0.31 -0.02
C 8.78546 18.10496 13.47334 -0.63 0.47 -1.32 -0.27
F 8.08182 19.31447 13.42495 0.31 -0.95 -0.24 0.05
O 9.56192 17.94927 12.32707 -2.22 -0.56 -2.19 0.15
H 10.04629 17.26535 14.99000 -0.04 -0.19 0.28 0.14
H 9.55340 19.00059 15.21655 0.20 -0.15 0.19 0.15
H 8.10288 17.26481 13.42232 -0.35 0.17 0.58 0.18
O 12.61873 13.62581 10.53281 -2.13 0.19 -0.67 0.23
C 13.71600 13.33122 10.75906 2.88 0.61 1.50 -0.53
O 14.58749 14.11521 11.45637 -0.72 0.55 0.46 0.07
C 15.83734 13.49169 11.56535 1.25 -0.32 -0.67 -0.08
C 15.56918 12.07945 11.05908 1.22 0.26 0.54 -0.26
F 15.38111 11.20337 12.14423 0.08 0.58 -0.75 0.04
O 14.36575 12.21504 10.40695 -0.28 -1.64 -1.15 0.16
H 16.56279 14.02173 10.91010 -0.39 -0.42 0.35 0.14
H 16.27652 13.40832 12.56209 -0.53 0.46 0.05 0.12
H 16.43358 11.69863 10.46162 -1.25 -0.02 0.18 0.16
O 15.85355 16.24174 7.91071 -0.53 1.05 2.10 0.13
C 15.57294 16.89626 8.90289 -1.10 -1.00 -2.07 -0.53
O 14.35138 16.99996 9.46748 0.41 0.77 -0.01 0.09
C 14.40244 18.07519 10.47683 -0.83 -2.28 1.37 -0.02
C 15.88358 18.13719 10.75413 -0.37 0.27 0.53 -0.22
F 16.20776 17.25639 11.82295 0.02 0.71 -1.59 0.02
O 16.43796 17.69796 9.52296 1.20 0.38 1.58 0.13
H 13.87917 18.97168 10.21336 0.23 0.58 -1.02 0.13
H 13.78777 17.74245 11.35230 0.94 -0.04 -0.72 0.12
H 16.25289 19.13558 11.02658 0.18 -0.55 -0.20 0.18
O 14.82834 19.50660 15.90062 -1.14 -0.08 0.11 0.18
C 14.35325 18.53995 15.40352 1.20 -1.47 -0.39 -0.51
O 14.80233 18.00538 14.24171 -1.20 -1.74 0.54 0.04
C 14.02949 16.67023 14.05760 1.09 2.31 0.81 0.04
C 13.58820 16.37901 15.48946 0.02 0.65 -1.80 -0.35
F 14.54856 15.72153 16.20685 -0.17 0.03 0.02 0.07
O 13.40774 17.65092 15.96307 0.60 2.16 1.17 0.10
H 13.21399 17.05641 13.48296 -0.75 -0.67 -0.51 0.11
H 14.66629 15.96960 13.56386 0.27 -0.35 -0.23 0.11
H 12.62122 15.91428 15.54000 -0.07 -0.85 0.22 0.16
O 13.24228 13.49514 14.46392 0.39 -0.43 0.39 0.16
C 12.82313 12.37565 14.55591 0.51 0.78 -2.13 -0.56
O 12.90119 11.47055 13.53703 -0.88 -0.16 1.14 0.07
C 12.04422 10.34518 13.92499 1.41 0.00 -1.37 -0.01
C 11.42573 10.78267 15.20100 -2.09 -0.59 0.01 -0.31
F 11.41549 9.75237 16.10433 0.72 0.50 0.30 0.07
O 12.14977 11.90676 15.58572 -0.20 -0.26 1.51 0.17
H 11.35823 10.12356 13.13303 -0.62 0.39 -0.41 0.13
H 12.64810 9.44950 13.99492 0.37 -0.07 0.53 0.14
H 10.36895 11.07524 15.11198 0.35 0.06 -0.07 0.17
O 11.73375 14.29283 7.31538 0.49 0.17 -0.31 0.16
C 12.83785 14.11803 6.88299 -2.98 0.79 -0.21 -0.57
O 13.75027 13.42337 7.48634 2.23 -0.45 -0.02 0.12
C 14.93961 13.50219 6.67096 1.99 0.47 1.24 -0.04
C 14.48187 14.00876 5.36920 -2.43 -1.74 -1.31 -0.26
F 14.23426 12.91055 4.49046 0.08 0.47 0.62 0.00
O 13.24422 14.58295 5.66508 0.26 0.10 0.13 0.15
H 15.67724 14.26020 7.06832 -0.91 -1.02 0.08 0.13
H 15.37386 12.51397 6.58826 0.09 -0.07 0.07 0.15
H 15.03206 14.64568 4.74825 1.18 1.19 -0.24 0.16
```
Forces are in eV/Å.

Output
lowest unoccupied orbital energy = 0.3 eV
net charge = 0
structure (SMILES) = O=C1OC[C@@H](F)O1.O=C1OC[C@@H](F)O1.O=C1OC[C@@H](F)O1.O=C1OC[C@@H](F)O1.O=C1OC[C@@H](F)O1.O=C1OC[C@@H](F)O1.O=C1OC[C@@H](F)O1.O=C1OC[C@@H](F)O1.O=C1OC[C@@H](F)O1.O=C1OC[C@@H](F)O1.O=C1OC[C@@H](F)O1
energy above the lowest of the compared OMol25 structures with the same formula, charge and spin = 195.1 kJ/mol
HOMO-LUMO gap = 11.42 eV



Entry 2:
This record from the OMol25 dataset describes a 6-piece molecular cluster, C33H33F5N2O3P overall. The level of theory is ωB97M-V/def2-TZVPD.

XYZ file:
```
77
Properties=species:S:1:pos:R:3:forces:R:3:lowdin_charge:R:1
C 2.04484 -2.79149 4.33909 -0.21 0.09 -0.07 -0.02
C 1.12783 -1.61333 4.05014 0.18 0.70 0.01 -0.53
O 1.54501 -0.46518 4.09094 -0.37 -0.98 0.24 0.03
N -0.20473 -2.00056 3.79827 -0.06 1.06 -0.53 -0.23
C -0.28913 -2.57198 2.45010 0.11 -0.56 -0.02 -0.09
N -1.09779 -0.87089 3.91856 0.30 -0.78 0.00 -0.28
P -2.59848 -1.12973 4.40348 0.05 1.79 1.19 0.61
O -2.72238 -2.70852 5.00349 -0.48 -0.17 -0.59 -0.36
O -3.68463 -1.13354 3.02687 0.18 -1.23 -0.15 -0.41
H 1.58610 -3.40444 5.11379 0.05 -0.05 0.01 0.08
H 3.00725 -2.41552 4.67332 0.07 -0.03 -0.09 0.07
H 2.15482 -3.40922 3.44839 0.17 -0.05 0.03 0.06
H 0.02065 -1.84922 1.68662 -0.13 0.11 -0.02 0.08
H -1.31150 -2.88139 2.24434 -0.06 0.11 0.08 0.06
H 0.33908 -3.46260 2.35974 0.03 -0.01 0.01 0.06
H -3.08936 -3.34704 4.38024 0.22 -0.07 -0.05 0.01
H -4.23124 -1.93282 3.05894 -0.14 0.11 -0.12 0.00
F 0.97452 -1.92571 -1.31176 0.03 0.03 -0.03 0.04
C 0.34514 -0.73558 -1.45428 -0.04 0.06 0.05 -0.29
C -0.78251 -0.67004 -2.24512 -0.04 -0.08 -0.07 -0.02
C -1.42461 0.55180 -2.38113 0.03 0.06 0.03 -0.09
C -0.93177 1.67891 -1.73773 0.00 0.01 -0.02 -0.10
C 0.20647 1.58391 -0.94911 -0.07 -0.02 -0.07 -0.07
C 0.85164 0.36629 -0.79805 0.17 -0.01 0.09 -0.02
H -1.15033 -1.56046 -2.73347 -0.03 -0.07 0.01 0.11
H -2.31844 0.61937 -2.98733 -0.01 -0.01 0.00 0.10
H -1.43874 2.62832 -1.84528 -0.01 0.00 0.01 0.10
H 0.59308 2.45736 -0.44256 -0.01 -0.01 0.04 0.11
H 1.73085 0.26620 -0.17588 -0.02 -0.01 0.02 0.12
F -3.69421 -3.16914 -1.68167 0.04 0.01 -0.01 0.04
C -4.75377 -2.43401 -1.26954 -0.07 0.05 0.04 -0.29
C -5.88962 -2.42930 -2.05390 -0.01 -0.05 -0.09 -0.04
C -6.98056 -1.68354 -1.63072 0.01 0.02 0.04 -0.10
C -6.91859 -0.96163 -0.44721 -0.02 0.02 0.01 -0.09
C -5.76091 -0.98314 0.32121 0.01 -0.06 -0.14 -0.07
C -4.66173 -1.72569 -0.08817 0.13 -0.05 0.01 0.00
H -5.91259 -2.99931 -2.97351 0.02 -0.01 0.02 0.11
H -7.88299 -1.67063 -2.22842 0.00 0.00 -0.02 0.10
H -7.77073 -0.38263 -0.11995 0.00 0.01 0.03 0.09
H -5.70058 -0.42249 1.24092 0.05 0.01 0.05 0.08
H -3.75598 -1.75147 0.50580 -0.01 0.05 0.01 0.11
F 4.35011 2.12731 -4.08585 0.01 -0.01 -0.01 0.05
C 4.76953 1.40294 -3.02306 0.04 -0.03 0.07 -0.28
C 4.03274 0.30424 -2.63272 -0.14 -0.06 -0.09 -0.02
C 4.46921 -0.43655 -1.54427 0.06 0.02 0.03 -0.08
C 5.62152 -0.06661 -0.86410 0.02 -0.01 0.00 -0.09
C 6.34270 1.04495 -1.27857 -0.03 -0.04 0.00 -0.08
C 5.92176 1.79204 -2.37032 0.05 0.07 -0.04 -0.02
H 3.13130 0.03875 -3.16902 -0.01 0.03 0.00 0.12
H 3.90209 -1.30168 -1.22705 -0.04 0.01 0.01 0.10
H 5.95378 -0.64264 -0.01126 0.00 0.00 0.02 0.10
H 7.23882 1.33845 -0.74782 0.01 0.01 0.00 0.10
H 6.47481 2.65783 -2.71050 -0.15 -0.10 0.06 0.09
F 8.08637 3.99197 -3.11137 0.15 0.14 -0.02 0.04
C 8.63720 4.23091 -4.32127 0.00 -0.03 -0.05 -0.28
C 9.28245 5.43130 -4.53330 0.02 0.08 0.06 -0.02
C 9.84677 5.66631 -5.77856 -0.01 -0.05 -0.03 -0.09
C 9.75277 4.71246 -6.78242 0.01 0.01 -0.01 -0.10
C 9.09374 3.51495 -6.54031 0.02 0.05 0.01 -0.08
C 8.53028 3.26273 -5.29830 -0.04 -0.09 -0.01 -0.01
H 9.33684 6.16106 -3.73718 -0.01 -0.02 0.02 0.12
H 10.36133 6.59951 -5.96362 0.00 0.02 0.00 0.10
H 10.19183 4.90278 -7.75229 0.00 0.00 -0.01 0.10
H 9.01473 2.77142 -7.32168 0.00 -0.02 0.00 0.10
H 8.01528 2.33584 -5.08434 -0.02 0.02 0.02 0.12
F -7.73774 0.35337 2.30867 -0.11 0.06 0.06 0.04
C -7.70079 -0.17887 3.55485 0.03 -0.06 0.11 -0.28
C -8.85590 -0.72656 4.07423 -0.09 0.00 -0.08 -0.03
C -8.80590 -1.27639 5.34656 0.05 -0.01 0.05 -0.10
C -7.62096 -1.26368 6.06999 0.03 0.01 0.05 -0.10
C -6.47311 -0.70026 5.52473 -0.14 -0.09 0.02 -0.07
C -6.50963 -0.15658 4.24950 0.12 0.21 -0.12 -0.02
H -9.76760 -0.72154 3.49159 0.02 0.00 -0.02 0.11
H -9.69753 -1.71845 5.77208 -0.02 0.00 0.00 0.10
H -7.59075 -1.69510 7.06179 0.00 -0.01 0.01 0.10
H -5.54254 -0.68957 6.07759 0.05 -0.01 -0.07 0.10
H -5.62485 0.27346 3.79808 0.06 -0.07 0.03 0.10
```
Forces are in eV/Å.

Output
lowest unoccupied orbital energy = 2.0 eV
net charge = -1
HOMO-LUMO gap = 5.28 eV



Entry 3:
This record from the OMol25 dataset describes C33H33N6O2RuS2 as an isolated structure. The level of theory is ωB97M-V/def2-TZVPD.

XYZ file:
```
77
Properties=species:S:1:pos:R:3:forces:R:3:lowdin_charge:R:1
Ru 1.51044 -0.34254 -0.51113 -0.11 0.34 -0.59 0.93
O -2.09227 -1.87498 -1.95499 0.09 -0.06 -0.15 0.14
C -0.98995 -2.05537 -1.52754 -0.31 -0.17 0.10 -0.39
O 0.00973 -1.13124 -1.85168 0.25 0.24 0.05 -0.11
C -0.59408 -3.19983 -0.68447 0.10 -0.06 0.12 -0.14
C -1.63905 -4.11866 -0.47414 -0.03 0.10 -0.05 -0.02
C -1.46303 -5.26317 0.26634 -0.01 -0.02 0.02 -0.06
C -0.21332 -5.51725 0.82572 0.02 0.03 -0.02 -0.06
C 0.82196 -4.62586 0.63843 -0.01 -0.08 0.02 -0.13
C 0.66697 -3.45438 -0.11439 0.05 0.01 -0.11 -0.57
S 2.13784 -2.50367 -0.26062 0.16 -0.07 0.25 0.67
H -2.59621 -3.90396 -0.92868 0.00 -0.02 0.00 0.12
H -2.28337 -5.95430 0.40501 0.02 0.01 0.00 0.11
H -0.04773 -6.41154 1.41344 -0.01 0.02 -0.01 0.11
H 1.78909 -4.81986 1.08565 -0.01 0.01 -0.01 0.10
C -3.62940 -1.57742 1.29522 -0.05 0.03 -0.04 -0.01
C -4.24675 -0.20985 1.41989 0.06 0.00 0.02 -0.20
C -5.62777 -0.03385 1.37862 0.00 0.00 0.00 -0.03
C -6.19783 1.22529 1.48639 0.01 0.01 0.00 -0.06
C -5.39540 2.34761 1.64106 -0.06 0.03 0.00 -0.07
C -4.01982 2.20014 1.67930 0.07 -0.02 0.01 -0.02
C -3.45722 0.93424 1.56871 -0.09 0.00 -0.01 -0.22
N -2.02914 0.80671 1.59411 -0.02 0.02 0.08 0.17
C -1.27186 0.66301 0.49561 0.17 0.12 -0.02 -0.34
N -1.90138 0.64136 -0.69471 -0.03 -0.01 -0.09 0.18
C -1.31333 0.89592 -1.96423 0.00 -0.01 0.04 -0.13
C -0.41450 0.01320 -2.54803 -0.06 0.07 -0.04 -0.21
C 0.14009 0.24657 -3.78774 0.04 -0.09 -0.04 0.01
C -0.23490 1.38556 -4.47747 0.00 0.04 -0.05 -0.05
C -1.15605 2.26258 -3.92514 0.00 0.01 -0.02 -0.02
C -1.70704 2.03490 -2.66972 -0.01 0.02 0.05 -0.18
C -2.70663 2.98540 -2.06884 0.01 -0.02 -0.01 -0.02
N 0.04191 0.56513 0.56298 -0.19 -0.25 0.14 -0.04
C 0.75419 0.88503 1.75484 0.16 0.12 0.31 -0.29
C 1.28804 2.17303 1.86267 0.05 0.03 -0.02 -0.03
C 2.14079 2.50023 2.90088 -0.08 0.06 -0.05 -0.08
C 2.46707 1.53622 3.84535 0.00 -0.06 0.04 -0.07
C 1.91902 0.26867 3.75444 0.02 0.02 0.07 -0.03
C 1.04890 -0.08374 2.72373 -0.18 -0.02 0.05 -0.23
C 0.42971 -1.45506 2.71255 0.08 -0.02 -0.02 -0.05
H -4.37504 -2.34989 1.47650 0.00 0.01 -0.01 0.09
H -2.81382 -1.71860 2.00489 0.01 0.00 0.00 0.08
H -3.22689 -1.73489 0.29043 -0.01 0.00 0.04 0.06
H -6.26447 -0.90314 1.26625 0.02 0.01 0.00 0.12
H -7.27449 1.33052 1.45492 0.02 0.00 0.00 0.11
H -5.83923 3.33021 1.73304 0.01 -0.02 0.00 0.11
H -3.36867 3.05825 1.79891 -0.02 -0.02 0.00 0.12
H -1.54628 0.74289 2.47870 -0.01 0.01 0.01 0.16
H -2.90979 0.69642 -0.65773 -0.01 -0.02 0.01 0.15
H 0.84558 -0.46745 -4.19306 0.00 0.02 0.01 0.13
H 0.18658 1.58499 -5.45395 -0.02 0.00 0.02 0.12
H -1.45303 3.14634 -4.47600 0.01 -0.01 0.02 0.12
H -2.85924 3.84276 -2.72063 0.01 0.00 0.00 0.08
H -2.37039 3.34819 -1.09506 -0.01 0.00 -0.01 0.08
H -3.67894 2.50646 -1.92114 0.02 0.02 0.00 0.09
H 1.03282 2.90243 1.10282 0.04 -0.02 -0.01 0.12
H 2.55221 3.49907 2.97111 -0.01 -0.03 -0.01 0.11
H 3.14188 1.77589 4.65705 -0.01 -0.01 -0.01 0.11
H 2.16428 -0.47772 4.50214 -0.01 0.03 -0.02 0.12
H 1.19784 -2.22004 2.59283 0.00 -0.02 0.00 0.07
H -0.28102 -1.58426 1.89828 -0.02 0.00 -0.02 0.05
H -0.08224 -1.64322 3.65847 0.00 -0.01 -0.01 0.09
C 6.57639 2.29864 0.20350 0.00 -0.02 -0.03 -0.09
C 5.79737 2.57659 -1.08548 0.04 0.01 0.03 -0.24
C 4.98813 1.39371 -1.50356 -0.08 -0.20 -0.07 -0.59
N 3.82893 1.10986 -1.02822 0.13 0.19 0.02 0.02
N 3.31323 -0.05348 -1.52273 -0.31 -0.38 0.21 -0.20
C 4.08643 -0.67211 -2.36978 0.20 0.00 -0.26 -0.70
N 3.73877 -1.81282 -3.00913 0.03 0.14 -0.02 0.10
S 5.56220 0.19529 -2.64111 -0.11 0.02 0.06 1.13
H 7.14328 3.18044 0.49922 -0.01 -0.01 0.00 0.08
H 7.27763 1.47395 0.06840 -0.01 0.01 0.01 0.08
H 5.89235 2.03741 1.01099 0.01 0.01 -0.01 0.08
H 6.47824 2.85554 -1.89011 0.00 0.01 -0.01 0.11
H 5.10750 3.40745 -0.93849 -0.01 0.00 0.00 0.12
H 3.03726 -2.37188 -2.53121 0.03 -0.01 0.04 0.02
H 4.45694 -2.31808 -3.49852 0.01 -0.03 0.02 0.10
```
Forces are in eV/Å.

Output
lowest unoccupied orbital energy (alpha / beta) = -2.4 / -2.5 eV
net charge = +1
HOMO-LUMO gap (alpha / beta) = 7.26 / 7.17 eV